Record 1
Computed, not measured: a molecular structure, C5H12ClI2N5OOsP in a non-equilibrium geometry, with wB97M-V/def2-TZVPD.

Its relative energy (zero: lowest compared OMol25 entry of this formula, charge and spin) is 38.4 kcal/mol. For the frontier orbital gap (alpha / beta), the calculation gives 5.556 / 4.772 eV.

The geometry in ORCA input format:
```
! wB97M-V def2-TZVPD RIJCOSX def2/J DEFGRID3
* xyz 3 5
I 2.017 -3.074 -1.177
I -0.825 -2.972 -0.309
Os 0.131 -0.279 0.176
P 0.113 0.545 -1.837
C -1.462 0.849 -2.744
C 0.861 2.175 -2.197
H 1.920 -0.838 -2.596
H 0.869 -0.359 -3.950
H 0.359 -1.641 -2.779
C 0.884 -0.689 -2.912
H 1.872 2.229 -1.786
H 0.918 2.338 -3.282
H -1.238 1.122 -3.787
H -1.999 1.675 -2.258
H 0.237 2.964 -1.759
H -2.066 -0.067 -2.726
C -1.684 0.004 0.251
O -2.849 0.199 0.303
Cl 2.488 0.107 -0.252
N -0.404 0.503 5.378
N -0.217 -0.160 4.171
N 0.434 -1.343 4.162
C 0.548 -1.622 2.848
N 0.027 -0.637 2.132
N -0.510 0.332 2.937
H -1.032 1.311 5.458
H -0.333 -0.134 6.176
H 0.941 -2.538 2.361
*
```

These are the natural (NBO) partial charges, in e, on atoms 1 to 2: atom 1 (I): 0.55, atom 2 (I): 0.37



Record 2
Computed, not measured: a molecular structure, C15H34B3ClNO7P in a non-equilibrium geometry, with wB97M-V/def2-TZVPD.

For the frontier orbital gap, the calculation gives 8.488 eV.

The geometry in ORCA input format:
```
! wB97M-V def2-TZVPD RIJCOSX def2/J DEFGRID3
* xyz 0 1
C 4.106 2.028 0.927
C 3.959 2.081 -0.604
C 2.515 2.286 -1.100
Cl 2.604 2.572 -2.913
B 1.751 3.554 -0.513
O 2.200 4.396 0.525
B 1.232 4.291 1.550
O -0.162 4.290 1.265
B -0.391 3.588 0.070
P -1.719 2.219 -0.161
N -0.948 0.822 -0.466
O 0.452 3.848 -1.030
H 3.239 1.577 1.423
H 5.014 1.497 1.217
H 4.192 3.037 1.342
H 4.277 1.102 -0.985
H 4.634 2.800 -1.086
H 1.873 1.408 -0.977
H 1.528 4.148 2.688
H -2.547 2.493 -1.293
H -2.467 2.127 1.043
H -1.236 0.216 0.299
C -4.346 -3.484 -2.554
C -3.491 -2.635 -1.650
O -3.081 -3.059 -0.591
C -3.166 -1.238 -2.111
H -4.499 -4.460 -2.100
H -5.317 -3.007 -2.702
H -3.851 -3.619 -3.517
H -4.089 -0.668 -2.238
H -2.618 -1.276 -3.054
H -2.545 -0.742 -1.366
C -6.764 -6.493 -0.525
C -5.623 -7.225 -1.181
O -5.184 -6.876 -2.251
C -5.049 -8.408 -0.447
H -7.077 -5.667 -1.161
H -7.609 -7.169 -0.385
H -6.447 -6.096 0.440
H -5.820 -9.167 -0.303
H -4.659 -8.092 0.522
H -4.237 -8.837 -1.031
C -0.308 -2.410 2.872
C -0.795 -1.113 3.460
O -0.587 -0.057 2.909
C -1.553 -1.184 4.760
H 0.218 -2.210 1.940
H 0.377 -2.900 3.567
H -1.154 -3.067 2.664
H -0.923 -1.621 5.535
H -2.453 -1.789 4.633
H -1.843 -0.180 5.065
C 7.436 5.793 0.192
C 6.840 5.252 -1.081
O 6.452 4.110 -1.158
C 6.747 6.192 -2.255
H 7.440 5.011 0.949
H 8.462 6.118 0.014
H 6.842 6.633 0.554
H 7.744 6.534 -2.538
H 6.123 7.049 -1.997
H 6.300 5.671 -3.099
*
```

These are the natural (NBO) partial charges, in e, on atoms 1 to 2: atom 1 (C): -0.62, atom 2 (C): -0.43



Record 3
Computed, not measured: C5H6O2S in the gas phase in a non-equilibrium geometry, with wB97M-V/def2-TZVPD.

The SMILES is O=CS[C@@H]1CC=CO1. Its relative energy (zero: lowest compared OMol25 entry of this formula, charge and spin) is 25.5 kcal/mol. For the frontier orbital gap, the calculation gives 9.819 eV.

The geometry in ORCA input format:
```
! wB97M-V def2-TZVPD RIJCOSX def2/J DEFGRID3
* xyz 0 1
O 1.092 0.060 -3.311
C 0.688 0.170 -2.192
S 1.218 1.478 -1.123
C 0.330 1.030 0.403
C 0.662 -0.373 0.983
C -0.712 -1.034 0.949
C -1.613 -0.140 0.536
O -1.100 1.096 0.209
H 0.060 -0.586 -1.671
H 0.553 1.837 1.081
H 1.436 -0.951 0.417
H 0.948 -0.202 2.036
H -0.868 -2.078 1.267
H -2.693 -0.307 0.417
*
```

These are the natural (NBO) partial charges, in e, on atoms 1 to 2: atom 1 (O): -0.52, atom 2 (C): 0.25



Record 4
Computed, not measured: a gas-phase ion, C10H13N2 (charge +1) in a non-equilibrium geometry, with wB97M-V/def2-TZVPD.

Its relative energy (zero: lowest compared OMol25 entry of this formula, charge and spin) is 118.3 kcal/mol. For the frontier orbital gap (alpha / beta), the calculation gives 8.615 / 8.606 eV.

The geometry in ORCA input format:
```
! wB97M-V def2-TZVPD RIJCOSX def2/J DEFGRID3
* xyz 1 1
C -3.146 -0.456 -0.134
C -2.612 0.880 -0.009
C -2.326 -1.500 0.012
C -0.575 2.352 0.142
C -1.292 1.100 -0.038
C -0.865 -1.286 0.286
C 3.047 -0.385 0.031
C 2.115 0.075 -1.110
C 1.884 -0.250 1.039
C 1.036 0.239 -0.093
N 0.664 2.418 0.186
N -0.372 -0.042 -0.358
H -4.207 -0.575 -0.273
H -3.299 1.699 0.152
H -2.678 -2.517 0.021
H -1.192 3.244 0.249
H -0.718 -1.194 1.370
H -0.270 -2.127 -0.079
H 3.421 -1.398 -0.093
H 3.878 0.282 0.231
H 2.426 0.990 -1.612
H 1.908 -0.679 -1.873
H 1.572 -1.185 1.505
H 2.056 0.482 1.826
H -0.453 -0.167 -1.379
*
```

These are the natural (NBO) partial charges, in e, on atoms 1 to 2: atom 1 (C): -0.22, atom 2 (C): -0.15



Record 5
Computed, not measured: 8 unconnected molecules or ions with the total composition C68H58O17 in a non-equilibrium geometry, with wB97M-V/def2-TZVPD.

The SMILES is CCCCCc1cccc2c1C(=O)C=C(COc1cc(C)ccc1C(C)C)C2=O.O=C1C=CC(=O)C=C1.O=C1C=CC(=O)C=C1.O=C1C=CC(=O)C=C1.O=C1C=CC(=O)C=C1.O=C1C=CC(=O)C=C1.O=C1C=CC(=O)C=C1.O=C1C=CC(=O)C=C1. For the frontier orbital gap, the calculation gives 6.826 eV.

The geometry in ORCA input format:
```
! wB97M-V def2-TZVPD RIJCOSX def2/J DEFGRID3
* xyz 0 1
C -3.232 4.145 2.588
C -4.248 3.174 3.203
C -3.888 1.670 3.085
C -2.397 1.364 2.878
C -2.148 -0.120 3.199
C -0.720 -0.530 2.966
C 0.155 -0.449 4.054
C 1.484 -0.793 3.925
C 2.012 -1.214 2.714
C 1.159 -1.315 1.630
C -0.201 -0.987 1.747
C -1.063 -1.143 0.542
O -2.259 -0.935 0.516
C -0.438 -1.619 -0.720
C 0.857 -1.902 -0.865
C 1.396 -2.351 -2.215
O 2.116 -1.321 -2.875
C 1.397 -0.192 -3.190
C 0.066 -0.216 -3.582
C -0.663 0.934 -3.859
C -2.119 0.778 -4.230
C -0.027 2.162 -3.758
C 1.314 2.189 -3.395
C 2.047 1.044 -3.116
C 3.510 1.196 -2.753
C 4.450 0.362 -3.642
C 3.763 0.954 -1.252
C 1.750 -1.773 0.331
O 2.925 -2.061 0.271
H -2.850 3.825 1.622
H -3.748 5.095 2.416
H -2.440 4.372 3.301
H -5.193 3.323 2.672
H -4.452 3.410 4.247
H -4.169 1.204 4.031
H -4.474 1.167 2.313
H -1.751 2.005 3.480
H -2.170 1.564 1.827
H -2.872 -0.726 2.669
H -2.338 -0.245 4.271
H -0.238 -0.123 5.009
H 2.146 -0.740 4.782
H 3.056 -1.461 2.592
H -1.097 -1.740 -1.569
H 2.127 -3.136 -2.011
H 0.625 -2.824 -2.825
H -0.426 -1.180 -3.648
H -2.518 1.661 -4.724
H -2.685 0.635 -3.303
H -2.266 -0.129 -4.813
H -0.574 3.077 -3.946
H 1.804 3.154 -3.318
H 3.776 2.239 -2.940
H 4.056 0.242 -4.651
H 5.401 0.895 -3.739
H 4.683 -0.606 -3.200
H 4.838 0.913 -1.073
H 3.287 0.020 -0.966
H 3.329 1.788 -0.699
O 7.422 5.812 -6.569
C 6.585 5.536 -5.737
C 6.934 4.739 -4.531
C 6.017 4.439 -3.616
C 4.612 4.888 -3.763
O 3.774 4.620 -2.922
C 4.263 5.675 -4.963
C 5.176 5.979 -5.880
H 7.966 4.425 -4.444
H 6.248 3.862 -2.729
H 3.231 5.991 -5.049
H 4.941 6.557 -6.760
O -0.619 -7.532 1.587
C 0.165 -7.203 0.717
C 0.458 -8.096 -0.430
C 1.320 -7.728 -1.377
C 2.013 -6.418 -1.327
O 2.792 -6.079 -2.192
C 1.717 -5.527 -0.175
C 0.859 -5.895 0.772
H -0.070 -9.049 -0.447
H 1.551 -8.360 -2.225
H 2.226 -4.570 -0.163
H 0.627 -5.262 1.621
O 0.045 4.512 1.783
C 0.438 5.380 1.033
C 1.246 5.057 -0.167
C 1.682 6.012 -0.985
C 1.374 7.441 -0.734
O 1.770 8.312 -1.481
C 0.564 7.767 0.467
C 0.130 6.812 1.285
H 1.461 4.009 -0.336
H 2.274 5.790 -1.863
H 0.350 8.815 0.633
H -0.462 7.027 2.166
O 4.782 8.730 -5.924
C 5.027 9.718 -5.261
C 3.975 10.383 -4.454
C 4.245 11.464 -3.728
C 5.609 12.049 -3.694
O 5.856 13.033 -3.032
C 6.661 11.381 -4.502
C 6.391 10.300 -5.228
H 2.988 9.940 -4.490
H 3.493 11.965 -3.132
H 7.648 11.823 -4.464
H 7.142 9.796 -5.823
O -4.500 -4.475 9.202
C -4.379 -3.628 8.344
C -3.352 -2.557 8.465
C -3.213 -1.624 7.526
C -4.081 -1.618 6.325
O -3.965 -0.778 5.453
C -5.101 -2.680 6.202
C -5.239 -3.617 7.136
H -2.733 -2.584 9.352
H -2.472 -0.837 7.594
H -5.709 -2.645 5.320
H -5.974 -4.408 7.061
O -5.063 -11.658 3.424
C -4.277 -11.328 2.563
C -3.980 -12.221 1.413
C -3.117 -11.862 0.467
C -2.417 -10.555 0.523
O -1.631 -10.228 -0.346
C -2.709 -9.661 1.669
C -3.574 -10.023 2.614
H -4.503 -13.168 1.392
H -2.885 -12.496 -0.379
H -2.177 -8.710 1.686
H -3.805 -9.389 3.461
O -5.421 -3.968 3.759
C -5.383 -4.228 2.571
C -6.099 -5.397 2.009
C -6.046 -5.675 0.709
C -5.269 -4.824 -0.231
O -5.224 -5.079 -1.415
C -4.554 -3.654 0.336
C -4.607 -3.378 1.635
H -6.659 -6.004 2.711
H -6.560 -6.523 0.276
H -3.992 -3.044 -0.362
H -4.093 -2.529 2.068
*
```

These are the Mulliken partial charges, in e, on atoms 1 to 2: atom 1 (C): -1.14, atom 2 (C): -0.66